Entry 1:
Below is a structure of composition C42H115F3MnN11O15, with properties calculated with wB97M-V/def2-TZVPD.

Geometry as XYZ:
```
187
Properties=species:S:1:pos:R:3:lowdin_charge:R:1
Mn 2.845 3.500 0.929 1.18
C 0.531 1.263 -0.485 -0.32
O -0.424 0.995 0.595 -0.18
O 1.253 2.420 -0.104 -0.28
C 1.347 -0.041 -0.794 -0.58
F 0.571 -0.966 -1.354 0.15
F 2.422 0.069 -1.582 0.15
F 1.737 -0.606 0.323 0.14
C -1.742 0.443 0.240 -0.15
C -2.424 0.369 1.666 -0.02
H -1.691 -0.152 2.282 0.04
H -2.422 1.372 2.093 0.07
H -3.389 -0.133 1.746 0.08
H -1.559 -0.506 -0.264 0.10
H -2.207 1.207 -0.382 0.10
H -0.159 1.530 -1.286 0.15
C 7.762 -1.673 -3.084 -0.06
C 6.326 -2.099 -3.105 -0.45
C 6.119 -3.382 -2.255 -0.08
O 4.736 -3.950 -2.338 -0.27
C 3.972 -3.900 -3.506 -0.10
N 5.529 -1.058 -2.538 0.04
H 8.161 -1.489 -2.086 0.08
H 7.785 -0.753 -3.668 0.08
H 8.483 -2.401 -3.457 0.09
H 6.024 -2.205 -4.147 0.14
H 6.405 -3.239 -1.213 0.12
H 6.797 -4.148 -2.630 0.13
H 3.721 -2.879 -3.792 0.08
H 3.117 -4.538 -3.286 0.09
H 4.588 -4.324 -4.299 0.10
H 5.184 -0.401 -3.222 0.10
H 4.683 -1.515 -2.231 0.06
C 1.138 -1.522 3.194 -0.08
C 1.438 -2.079 4.591 -0.37
C 1.091 -3.579 4.736 -0.18
O 1.401 -4.064 6.052 -0.18
C 0.908 -5.355 6.383 -0.09
N 2.910 -1.972 4.683 0.04
H 1.653 -2.085 2.416 0.07
H 1.387 -0.483 2.979 0.05
H 0.090 -1.567 2.895 0.06
H 0.960 -1.518 5.394 0.14
H 1.587 -4.157 3.956 0.12
H 0.027 -3.575 4.498 0.11
H 1.347 -6.052 5.669 0.08
H -0.176 -5.361 6.269 0.08
H 1.325 -5.720 7.322 0.09
H 3.172 -1.019 4.476 0.05
H 3.227 -2.471 3.864 0.02
C 6.498 1.890 2.202 0.00
C 5.349 2.628 1.496 -0.41
C 5.478 2.816 0.000 -0.14
O 4.248 3.336 -0.561 -0.30
C 4.108 3.330 -1.991 -0.02
N 4.104 1.895 1.778 0.04
H 6.526 0.812 2.040 0.08
H 6.401 2.197 3.243 0.09
H 7.426 2.384 1.915 0.10
H 5.220 3.642 1.876 0.13
H 5.711 1.889 -0.523 0.14
H 6.348 3.431 -0.229 0.15
H 5.019 3.687 -2.471 0.11
H 3.270 3.941 -2.327 0.08
H 3.899 2.340 -2.395 0.09
H 4.123 1.707 2.770 0.11
H 4.247 0.980 1.375 0.08
C 0.652 7.752 -2.997 -0.05
C -0.043 6.476 -2.514 -0.43
C -1.094 5.993 -3.590 -0.15
O -1.975 5.024 -2.993 -0.21
C -2.674 4.319 -3.981 -0.11
N 0.936 5.432 -2.271 0.03
H 1.179 8.168 -2.138 0.07
H -0.076 8.523 -3.250 0.08
H 1.298 7.522 -3.844 0.08
H -0.526 6.559 -1.540 0.13
H -0.468 5.604 -4.392 0.12
H -1.638 6.835 -4.019 0.13
H -3.607 4.823 -4.232 0.09
H -2.928 3.307 -3.665 0.07
H -2.143 4.171 -4.920 0.09
H 0.434 4.756 -1.714 0.04
H 1.489 5.790 -1.505 0.05
C 3.688 -5.481 1.114 -0.06
C 2.805 -5.908 -0.019 -0.42
C 1.613 -4.963 -0.400 -0.18
O 0.633 -4.929 0.615 -0.17
C -0.454 -4.087 0.404 -0.12
N 3.716 -6.153 -1.117 0.05
H 4.449 -6.231 1.326 0.09
H 3.116 -5.367 2.035 0.07
H 4.329 -4.624 0.908 0.05
H 2.377 -6.847 0.333 0.14
H 1.150 -5.258 -1.342 0.12
H 2.077 -4.001 -0.620 0.11
H -0.914 -4.350 -0.549 0.08
H -0.141 -3.054 0.253 0.07
H -1.183 -4.120 1.213 0.10
H 3.182 -6.356 -1.950 0.06
H 4.144 -5.277 -1.379 0.02
C -3.197 0.006 -4.417 -0.04
C -2.159 -1.028 -4.903 -0.42
C -1.392 -0.428 -6.076 -0.20
O -2.353 -0.031 -7.039 -0.20
C -1.974 0.818 -8.079 -0.11
N -1.340 -1.267 -3.751 0.03
H -3.909 0.232 -5.211 0.08
H -2.809 0.988 -4.143 0.06
H -3.679 -0.313 -3.493 0.07
H -2.562 -2.014 -5.131 0.15
H -0.661 -1.114 -6.503 0.12
H -0.863 0.469 -5.756 0.12
H -1.323 0.253 -8.745 0.09
H -1.282 1.572 -7.704 0.08
H -2.807 1.317 -8.574 0.10
H -0.425 -1.591 -4.030 0.07
H -1.086 -0.343 -3.434 0.05
C -5.961 1.540 3.805 -0.08
C -7.072 1.908 2.872 -0.42
C -6.878 1.420 1.355 -0.16
O -6.954 0.000 1.219 -0.19
C -6.569 -0.435 -0.059 -0.12
N -8.324 1.461 3.446 0.04
H -6.069 2.124 4.719 0.08
H -4.994 1.875 3.431 0.06
H -5.772 0.487 4.013 0.08
H -7.114 2.997 2.834 0.13
H -5.880 1.745 1.060 0.09
H -7.662 1.763 0.680 0.12
H -6.616 -1.519 0.048 0.08
H -5.571 -0.129 -0.375 0.07
H -7.244 -0.202 -0.882 0.08
H -8.447 0.483 3.224 0.07
H -9.042 1.815 2.831 0.07
C 5.248 -2.125 2.072 -0.07
C 4.668 -1.806 0.736 -0.32
O 5.375 -0.699 0.190 -0.11
H 5.295 -1.169 2.594 0.06
H 6.281 -2.464 1.996 0.09
H 4.613 -2.883 2.532 0.07
H 3.638 -1.466 0.839 0.09
H 4.710 -2.686 0.095 0.09
H 5.368 -0.756 -0.768 0.00
C -4.729 3.137 -1.400 -0.10
C -5.810 3.338 -2.369 -0.30
O -6.618 2.138 -2.352 -0.08
H -4.029 3.972 -1.381 0.06
H -4.272 2.155 -1.523 0.07
H -5.130 3.147 -0.386 0.07
H -5.416 3.485 -3.374 0.09
H -6.372 4.211 -2.039 0.12
H -7.523 2.373 -2.569 0.08
C -2.313 -2.489 6.353 -0.07
C -2.772 -2.093 4.952 -0.32
O -3.428 -0.846 5.013 -0.08
H -1.740 -3.413 6.267 0.05
H -3.189 -2.689 6.969 0.08
H -1.663 -1.749 6.820 0.08
H -3.376 -2.903 4.542 0.11
H -1.905 -2.003 4.298 0.08
H -2.814 -0.148 4.772 0.02
C -3.747 -2.803 -0.964 -0.08
C -4.792 -3.929 -0.822 -0.29
O -4.388 -4.913 -1.779 -0.09
H -2.705 -3.116 -0.890 0.05
H -3.847 -2.171 -0.081 0.05
H -4.030 -2.224 -1.843 0.07
H -5.840 -3.655 -0.944 0.10
H -4.714 -4.350 0.181 0.11
H -4.179 -5.753 -1.364 0.08
C -0.471 1.907 4.649 -0.72
O -1.298 1.124 5.057 0.07
N 0.012 1.801 3.462 0.17
N 0.068 2.978 5.267 0.17
H 0.675 2.479 3.113 0.08
H -0.419 1.124 2.848 0.06
H 0.768 3.475 4.736 0.09
H -0.151 3.294 6.201 0.12
C -1.859 4.801 0.707 -0.84
O -2.552 5.782 0.742 0.08
N -1.619 4.121 -0.336 0.19
N -1.142 4.307 1.642 0.17
H -2.074 4.430 -1.183 0.08
H -0.947 3.374 -0.238 0.08
H -0.451 3.572 1.589 0.06
H -1.351 4.728 2.536 0.12
```

The multiplicity is 6. For the frontier orbital gap (spin up / spin down), the calculation gives 0.1768 / 0.1712 Eh. Its charge is +1. As for the expectation value of S²: 8.755. For the LUMO energy (spin up / spin down), the calculation gives -5.44 / -5.59 eV.

Entry 2:
Below is a cluster of 15 separate species, C42H117N3O18 in total, with properties calculated with wB97M-V/def2-TZVPD.

Geometry as XYZ:
```
180
Properties=species:S:1:pos:R:3:lowdin_charge:R:1
C -5.638 6.144 -26.745 -0.08
O -6.879 5.896 -27.390 -0.21
C -7.962 6.692 -26.984 -0.19
C -8.000 8.028 -27.820 -0.18
N -7.883 7.625 -29.231 -0.04
C -7.238 8.618 -30.075 -0.20
C -5.731 8.511 -29.990 -0.23
O -5.345 7.234 -30.446 -0.20
C -3.936 7.070 -30.586 -0.10
H -5.227 7.117 -27.014 0.08
H -4.948 5.344 -27.016 0.09
H -5.839 6.059 -25.678 0.07
H -8.002 6.834 -25.904 0.10
H -8.869 6.113 -27.160 0.13
H -7.239 8.721 -27.460 0.10
H -8.961 8.516 -27.655 0.09
H -7.258 6.832 -29.199 0.08
H -7.599 9.631 -29.900 0.10
H -7.528 8.311 -31.080 0.12
H -5.365 8.564 -28.965 0.11
H -5.258 9.267 -30.616 0.12
H -3.478 7.584 -31.432 0.08
H -3.771 6.010 -30.780 0.09
H -3.416 7.488 -29.724 0.08
C -11.491 11.734 -16.649 -0.06
O -11.497 11.455 -18.084 -0.22
C -11.624 9.992 -18.233 -0.16
C -11.752 9.765 -19.738 -0.17
N -10.479 10.229 -20.391 -0.02
C -10.659 10.121 -21.835 -0.17
C -9.541 11.037 -22.532 -0.16
O -9.778 11.132 -23.935 -0.22
C -9.638 9.974 -24.743 -0.09
H -10.797 11.150 -16.045 0.07
H -12.482 11.567 -16.228 0.08
H -11.271 12.786 -16.467 0.08
H -12.494 9.513 -17.784 0.11
H -10.682 9.554 -17.904 0.12
H -12.584 10.380 -20.080 0.10
H -12.091 8.745 -19.921 0.10
H -10.346 11.176 -20.066 0.08
H -11.622 10.509 -22.167 0.11
H -10.498 9.108 -22.204 0.08
H -8.505 10.744 -22.362 0.11
H -9.595 12.070 -22.187 0.11
H -9.652 10.241 -25.800 0.07
H -10.376 9.231 -24.441 0.07
H -8.704 9.461 -24.511 0.07
C -10.853 5.865 -14.732 -0.12
O -9.943 6.936 -14.909 -0.18
C -9.613 7.612 -13.678 -0.20
C -8.865 8.941 -13.916 -0.22
N -7.574 8.686 -14.495 -0.05
C -6.852 9.894 -14.770 -0.20
C -7.285 10.522 -16.116 -0.19
O -7.236 9.570 -17.189 -0.18
C -7.683 10.042 -18.451 -0.10
H -11.877 6.208 -14.582 0.07
H -10.466 5.323 -13.869 0.09
H -10.874 5.059 -15.465 0.07
H -9.073 7.054 -12.913 0.12
H -10.545 7.872 -13.176 0.10
H -8.801 9.496 -12.979 0.11
H -9.501 9.537 -14.571 0.09
H -7.773 8.323 -15.416 0.10
H -5.791 9.646 -14.799 0.11
H -6.981 10.627 -13.973 0.11
H -6.636 11.342 -16.424 0.12
H -8.265 10.984 -16.003 0.10
H -8.589 10.646 -18.389 0.06
H -8.008 9.172 -19.021 0.07
H -7.000 10.581 -19.109 0.08
C -10.673 14.101 -13.545 -0.07
C -9.314 13.357 -13.776 -0.30
O -9.478 12.004 -13.433 -0.10
H -10.614 15.129 -13.903 0.07
H -10.950 14.083 -12.491 0.07
H -11.470 13.624 -14.116 0.06
H -8.504 13.747 -13.160 0.11
H -9.062 13.479 -14.829 0.10
H -9.259 11.866 -12.508 0.09
C -13.525 10.399 -13.473 -0.06
C -13.122 9.301 -14.438 -0.31
O -14.221 9.003 -15.271 -0.09
H -14.015 11.245 -13.955 0.07
H -12.728 10.842 -12.876 0.07
H -14.326 9.911 -12.917 0.08
H -12.748 8.432 -13.897 0.10
H -12.257 9.492 -15.073 0.09
H -14.120 8.158 -15.714 0.04
C -16.068 11.377 -18.922 -0.08
C -15.860 10.292 -17.852 -0.27
O -15.234 11.020 -16.774 -0.11
H -16.569 12.273 -18.556 0.07
H -16.709 10.996 -19.717 0.06
H -15.120 11.727 -19.330 0.06
H -15.196 9.517 -18.234 0.08
H -16.794 9.882 -17.468 0.11
H -14.852 10.352 -16.201 0.01
C -7.544 12.906 -25.564 -0.08
C -8.307 12.818 -26.883 -0.31
O -7.583 11.912 -27.715 -0.09
H -7.444 11.938 -25.072 0.06
H -8.035 13.557 -24.841 0.08
H -6.549 13.306 -25.757 0.07
H -8.525 13.753 -27.398 0.11
H -9.293 12.397 -26.687 0.09
H -7.160 12.487 -28.357 0.08
C -12.151 6.305 -17.884 -0.06
C -13.671 6.567 -17.859 -0.28
O -13.948 6.634 -16.504 -0.09
H -11.900 6.353 -18.944 0.06
H -11.851 5.397 -17.362 0.07
H -11.582 7.147 -17.489 0.07
H -14.135 5.679 -18.288 0.12
H -13.873 7.507 -18.371 0.10
H -13.949 5.764 -16.099 0.11
C -7.373 14.009 -19.405 -0.07
C -8.889 14.167 -19.204 -0.34
O -9.481 13.833 -20.416 -0.09
H -7.141 13.032 -19.831 0.06
H -6.836 14.111 -18.462 0.07
H -7.062 14.824 -20.058 0.07
H -9.122 15.172 -18.853 0.11
H -9.200 13.455 -18.439 0.10
H -10.427 13.742 -20.279 0.03
C -10.600 10.646 -28.958 -0.10
C -10.891 12.047 -29.502 -0.28
O -12.295 12.172 -29.267 -0.09
H -10.865 10.571 -27.904 0.05
H -9.519 10.506 -28.928 0.03
H -11.020 9.800 -29.502 0.09
H -10.675 12.074 -30.571 0.11
H -10.316 12.778 -28.934 0.09
H -12.769 11.951 -30.072 0.08
C -7.115 7.982 -21.378 -0.08
C -6.836 7.236 -22.688 -0.26
O -7.631 6.017 -22.690 -0.10
H -6.444 8.833 -21.252 0.08
H -7.132 7.380 -20.470 0.08
H -8.127 8.366 -21.505 0.05
H -5.811 6.937 -22.907 0.11
H -7.056 7.842 -23.567 0.09
H -7.069 5.300 -22.387 0.09
C -14.775 10.626 -22.639 -0.05
C -15.582 9.438 -22.081 -0.33
O -14.877 8.881 -21.043 -0.09
H -15.390 11.310 -23.223 0.08
H -13.980 10.341 -23.328 0.04
H -14.276 11.171 -21.837 0.06
H -15.889 8.690 -22.811 0.11
H -16.512 9.782 -21.630 0.09
H -15.218 7.998 -20.879 0.09
C -12.413 6.799 -22.547 -0.07
C -10.975 6.329 -22.244 -0.35
O -10.328 6.230 -23.456 -0.07
H -12.492 7.791 -22.992 0.06
H -13.022 6.766 -21.643 0.05
H -12.856 6.172 -23.320 0.07
H -10.991 5.370 -21.725 0.11
H -10.490 7.033 -21.567 0.09
H -9.377 6.196 -23.336 0.03
C -13.208 9.561 -26.017 -0.09
C -14.301 8.589 -25.757 -0.34
O -15.294 8.624 -26.759 -0.05
H -12.533 9.304 -26.833 0.07
H -12.543 9.781 -25.183 0.05
H -13.617 10.541 -26.261 0.08
H -14.736 8.846 -24.792 0.07
H -13.881 7.613 -25.513 0.11
H -15.659 9.511 -26.747 0.08
C -12.379 15.663 -20.151 -0.07
C -12.746 14.509 -19.219 -0.29
O -12.164 13.328 -19.731 -0.12
H -12.693 15.425 -21.167 0.08
H -11.325 15.939 -20.181 0.06
H -12.815 16.593 -19.786 0.07
H -13.801 14.373 -18.978 0.11
H -12.174 14.647 -18.301 0.11
H -12.072 12.686 -19.024 0.02
```

For the frontier orbital gap, the calculation gives 0.3174 Eh. For the LUMO energy, the calculation gives 0.28 eV.

DFT total energy (eV)
-131982.5941, -86767.9278